Below is a molecular structure, AsF6H26O13 at a distorted geometry, with properties calculated with ωB97M-V/def2-TZVPD.

**Expectation value of S²**: 0.757
**Charge**: 0
**Energy**: -3828.6206 Ha
**Spin multiplicity**: 2
**Orbital gap (spin up / spin down)**: 8.9 / 1.9 eV
**Energy relative to the best compared isomer or geometry (same formula, charge and spin)**: 12.8 kcal/mol
**Highest occupied orbital energy (spin up / spin down)**: -10.2557 / -10.0944 eV
**LUMO level (spin up / spin down)**: -1.331 / -8.196 eV

Last column: natural (NBO) charge in e.
CARTESIAN COORDINATES (ANGSTROEM)
As -0.212 0.527 0.051  2.81
F -0.034 1.754 -1.340  -0.64
F 0.375 1.860 1.128  -0.60
F -0.285 -0.632 1.422  -0.63
F -1.792 1.262 0.215  -0.62
F -0.738 -0.794 -1.023  -0.63
F 1.502 -0.031 -0.344  -0.64
O 1.417 2.379 4.240  -0.96
O 2.198 3.150 -1.117  -0.98
O -1.531 -3.756 -1.348  -0.99
O 0.508 -3.221 0.383  -0.95
O 2.616 -1.396 -2.348  -0.94
O 0.902 -0.279 3.635  -0.95
O 3.892 0.836 -1.680  -0.64
O -4.256 0.226 0.861  -0.77
O -2.546 -2.059 0.734  -0.98
O 3.190 3.998 1.862  -0.94
O -1.693 4.103 0.045  -0.94
O -0.733 -2.175 -3.581  -0.85
O -3.618 -1.657 -2.042  -0.74
H -1.666 -1.920 1.085  0.49
H 2.681 3.579 1.168  0.47
H -0.777 -3.465 -0.835  0.51
H -3.891 -2.558 -1.867  0.48
H -0.631 -1.361 -3.088  0.48
H 0.744 -0.682 2.781  0.48
H 3.261 1.419 -1.258  0.50
H 1.161 2.992 3.550  0.47
H 3.428 0.003 -1.767  0.48
H -1.059 4.134 0.762  0.47
H -3.734 -0.545 1.085  0.49
H 1.556 2.768 -1.715  0.49
H 2.106 -1.088 -1.599  0.49
H -2.499 -2.910 0.298  0.50
H 1.899 4.050 -0.986  0.49
H -3.642 0.811 0.419  0.49
H -2.974 -1.465 -1.361  0.49
H 2.129 -1.088 -3.112  0.48
H 0.366 -3.313 1.325  0.49
H 3.942 3.419 1.990  0.47
H -0.935 -2.834 -2.916  0.49
H 1.128 1.524 3.920  0.48
H -1.355 -4.678 -1.533  0.49
H 1.173 -3.879 0.175  0.49
H 0.035 -0.224 4.038  0.47
H -1.609 3.219 -0.312  0.48